(1)
The following is a quantum chemistry calculation of one molecule with the formula C4H5NO2, from the OMol25 dataset.

Properties
Lowest unoccupied orbital energy ... 0.80 eV
Total charge ... 0
SMILES ... Cc1coc(O)n1
Gap between HOMO and LUMO ... 9.59 eV

Bonds (Å) are listed after each position.
Element x y z (Å)
1 C 1.5354 0.0039 -0.1672  O2 1.329, O6 1.327, N9 1.276
2 O 1.3664 -1.3061 -0.3118  C1 1.329, C3 1.402
3 C -0.0206 -1.4319 -0.4725  O2 1.402, C5 1.362, H10 1.083
4 H -1.2361 1.1334 1.0002  C12 1.100
5 C -0.5496 -0.1799 -0.3879  C3 1.362, N9 1.393, C12 1.505
6 O 2.6777 0.4854 0.3061  C1 1.327, H8 0.975
7 H -2.4233 -0.1457 0.7418  C12 1.086
8 H 2.4302 1.4142 0.4696  O6 0.975
9 N 0.5014 0.7323 -0.3338  C1 1.276, C5 1.393
10 H -0.3291 -2.4549 -0.6470  C3 1.083
11 H -2.2226 1.2316 -0.4305  C12 1.092
12 C -1.7298 0.5179 0.2331  H4 1.100, C5 1.505, H7 1.086, H11 1.092

Taken from the Mulliken analysis, the atomic charges in e are:
1. C 0.693
2. O -0.308
3. C -0.397
4. H 0.291
5. C 0.415
6. O -0.483
7. H 0.312
8. H 0.360
9. N -0.613
10. H 0.386
11. H 0.259
12. C -0.914

=====

(2)
The following is a quantum chemistry calculation of a 2-piece molecular cluster, C4H5NO2 overall, from the OMol25 dataset.

Properties
Multiplicity ... 3
Lowest unoccupied orbital energy (spin up / spin down) ... 0.66 / -2.16 eV
Total charge ... 0
⟨S²⟩ ... 2.016
Gap between HOMO and LUMO (spin up / spin down) ... 5.59 / 8.63 eV

Bonds (Å) are listed after each position.
Element x y z (Å)
1 C -0.9789 -1.0584 0.2311  H3 1.133, H8 1.182, C9 1.562, H11 1.164
2 H -0.4503 -0.0807 -1.7059  C9 1.078
3 H -0.6652 -2.0710 -0.1695  C1 1.133
4 C 2.5984 -0.5461 0.0099  O5 1.147, O10 1.122
5 O 2.5141 -1.5460 0.5658  C4 1.147
6 H -1.4353 3.0770 0.3316  N12 0.995
7 C -0.6141 1.3743 -0.1992  C9 1.314, N12 1.237
8 H -0.4965 -0.9946 1.3086  C1 1.182
9 C -0.5240 0.1451 -0.6544  C1 1.562, H2 1.078, C7 1.314
10 O 2.7802 0.4349 -0.5037  C4 1.122
11 H -2.1040 -1.2350 0.4732  C1 1.164
12 N -0.6242 2.5004 0.3123  H6 0.995, C7 1.237

Taken from the Mulliken analysis, the atomic charges in e are:
1. C -0.743
2. H 0.359
3. H 0.285
4. C 0.677
5. O -0.367
6. H 0.261
7. C 0.440
8. H 0.232
9. C -0.583
10. O -0.308
11. H 0.305
12. N -0.557

=====

(3)
The following is a quantum chemistry calculation of one molecule with the formula C4H5NO2S, from the OMol25 dataset.

Properties
Lowest unoccupied orbital energy ... 0.49 eV
Total charge ... 0
SMILES ... Nc1cc(S)oc1O
Gap between HOMO and LUMO ... 8.14 eV

Bonds (Å) are listed after each position.
Element x y z (Å)
1 H 2.7086 -0.9374 1.1465  S7 1.588
2 C 0.9397 0.0551 0.0035  S7 1.750, C8 1.416, O13 1.339
3 H -2.3711 1.7936 0.9354  N9 1.100
4 C -1.0041 -0.7084 -0.0620  O5 1.305, C11 1.341, O13 1.299
5 O -1.9992 -1.5454 0.0528  C4 1.305, H10 1.002
6 H 0.4125 2.2100 0.2573  C8 1.077
7 S 2.6880 0.1146 -0.0424  H1 1.588, C2 1.750
8 C 0.1135 1.2049 0.0137  C2 1.416, H6 1.077, C11 1.438
9 N -2.4932 1.1839 0.0278  H3 1.100, C11 1.420, H12 1.039
10 H -2.7199 -0.9065 0.3292  O5 1.002
11 C -1.1955 0.6185 -0.0842  C4 1.341, C8 1.438, N9 1.420
12 H -2.6325 1.6945 -0.8665  N9 1.039
13 O 0.2398 -1.0791 -0.1208  C2 1.339, C4 1.299

Taken from the Mulliken analysis, the atomic charges in e are:
1. H 0.153
2. C 0.144
3. H 0.310
4. C -0.085
5. O -0.589
6. H 0.423
7. S -0.290
8. C -0.554
9. N -0.667
10. H 0.382
11. C 0.751
12. H 0.295
13. O -0.274

=====

(4)
The following is a quantum chemistry calculation of a 2-piece molecular cluster, C4H5NO2S overall, from the OMol25 dataset.

Properties
Lowest unoccupied orbital energy ... 0.18 eV
Total charge ... 0
SMILES ... O=c1ccs[nH]1.C=O
Gap between HOMO and LUMO ... 8.51 eV

Bonds (Å) are listed after each position.
Element x y z (Å)
1 C 1.7632 1.5076 0.6211  O5 1.220, C7 1.485, N13 1.461
2 H 0.6976 -1.2914 -0.8555  C9 1.080
3 C -2.5327 -1.7030 -0.3853  H4 1.142, O6 1.204, H11 1.057
4 H -3.3687 -1.9057 -1.1365  C3 1.142
5 O 2.5596 2.2885 1.1141  C1 1.220
6 O -1.3949 -2.0170 -0.6234  C3 1.204
7 C 1.9405 0.1410 0.0689  C1 1.485, C9 1.312, H12 1.065
8 H -0.1124 2.6606 0.8686  N13 1.040
9 C 0.7952 -0.3421 -0.3498  H2 1.080, C7 1.312, S10 1.706
10 S -0.5523 0.7049 -0.3506  C9 1.706, N13 1.649
11 H -2.9063 -1.3416 0.5354  C3 1.057
12 H 2.7592 -0.5403 0.0591  C7 1.065
13 N 0.3521 1.8384 0.4340  C1 1.461, H8 1.040, S10 1.649

Taken from the Mulliken analysis, the atomic charges in e are:
1. C 0.386
2. H 0.428
3. C -0.130
4. H 0.217
5. O -0.609
6. O -0.422
7. C -0.620
8. H 0.237
9. C 0.005
10. S -0.033
11. H 0.316
12. H 0.363
13. N -0.137

=====

(5)
The following is a quantum chemistry calculation of one molecule with the formula C4H5NO2S, from the OMol25 dataset.

Properties
Lowest unoccupied orbital energy ... 0.52 eV
Total charge ... 0
SMILES ... O=C1NOC2(CC2)S1
Gap between HOMO and LUMO ... 9.55 eV

Bonds (Å) are listed after each position.
Element x y z (Å)
1 N -1.0512 1.3547 0.2203  C7 1.391, H9 1.175, O12 1.490
2 C 0.9667 0.0662 -0.1472  C6 1.632, S10 1.822, O12 1.444, C13 1.448
3 H 2.7890 0.9796 -0.6997  C13 1.053
4 H 2.3418 -1.2861 1.2002  C6 1.237
5 H 2.3236 0.6588 1.6692  C6 1.038
6 C 2.1486 -0.0863 0.9684  C2 1.632, H4 1.237, H5 1.038, C13 1.513
7 C -1.5770 0.0691 0.1549  N1 1.391, O8 1.216, S10 1.845
8 O -2.7389 -0.2887 0.1460  C7 1.216
9 H -1.9379 1.8940 -0.3309  N1 1.175
10 S -0.3128 -1.2302 -0.1892  C2 1.822, C7 1.845
11 H 2.8643 -0.8593 -1.1423  C13 1.194
12 O 0.3101 1.3297 -0.3860  N1 1.490, C2 1.444
13 C 2.3639 0.0318 -0.5247  C2 1.448, H3 1.053, C6 1.513, H11 1.194

Taken from the Mulliken analysis, the atomic charges in e are:
1. N -0.268
2. C 0.575
3. H 0.259
4. H 0.177
5. H 0.317
6. C -0.608
7. C 0.430
8. O -0.519
9. H 0.349
10. S -0.165
11. H 0.204
12. O -0.273
13. C -0.477

=====

(6)
The following is a quantum chemistry calculation of one molecule with the formula C4H5NO3, from the OMol25 dataset.

Properties
Lowest unoccupied orbital energy ... 0.34 eV
Total charge ... 0
SMILES ... N/C=C(\O)C(O)=C=O
Gap between HOMO and LUMO ... 7.83 eV

Bonds (Å) are listed after each position.
Element x y z (Å)
1 O 3.0857 0.8497 0.1257  C8 1.174
2 C 0.0525 -0.6986 -0.8140  C3 1.327, N5 1.404, H13 1.119
3 C -0.1550 0.1552 0.1802  C2 1.327, O7 1.395, C11 1.472
4 H -1.6126 -0.2858 -1.7887  N5 1.028
5 N -0.9345 -1.0579 -1.7460  C2 1.404, H4 1.028, H6 0.971
6 H -0.5500 -1.5436 -2.4937  N5 0.971
7 O -1.4560 0.5497 0.4946  C3 1.395, H10 0.892
8 C 2.0737 0.8192 0.7195  O1 1.174, C11 1.358
9 H -0.6539 1.0307 2.3678  O12 0.915
10 H -1.9813 -0.1029 0.1871  O7 0.892
11 C 0.8191 0.5983 1.1904  C3 1.472, C8 1.358, O12 1.417
12 O 0.2315 0.8201 2.4604  H9 0.915, C11 1.417
13 H 1.0809 -1.1341 -0.8832  C2 1.119

Taken from the Mulliken analysis, the atomic charges in e are:
1. O -0.390
2. C -0.137
3. C 0.477
4. H 0.207
5. N -0.537
6. H 0.238
7. O -0.609
8. C 0.324
9. H 0.328
10. H 0.320
11. C 0.050
12. O -0.534
13. H 0.264

=====

(7)
The following is a quantum chemistry calculation of one molecule with the formula C4H5NO3, from the OMol25 dataset.

Properties
Lowest unoccupied orbital energy ... 0.60 eV
Total charge ... 0
SMILES ... NC1=CC(=O)OCO1
Gap between HOMO and LUMO ... 9.69 eV

Bonds (Å) are listed after each position.
Element x y z (Å)
1 O 2.2985 -1.0818 0.0607  C7 1.210
2 C -0.0123 -0.9878 0.0301  H3 1.195, C4 1.334, C7 1.438
3 H -0.0535 -2.1803 -0.0288  C2 1.195
4 C -1.1245 -0.2686 -0.1320  C2 1.334, O10 1.317, N13 1.435
5 H -2.9788 0.1755 0.2669  N13 1.106
6 H 0.3147 2.5455 0.2610  C8 1.184
7 C 1.2999 -0.4014 0.0003  O1 1.210, C2 1.438, O12 1.364
8 C 0.2013 1.3701 0.3407  H6 1.184, H9 1.093, O10 1.408, O12 1.347
9 H -0.0402 1.0197 1.3474  C8 1.093
10 O -1.0386 1.0416 -0.2406  C4 1.317, C8 1.408
11 H -2.8471 -1.6314 0.2620  N13 0.980
12 O 1.3227 0.9362 -0.2670  C7 1.364, C8 1.347
13 N -2.4632 -0.7674 0.0046  C4 1.435, H5 1.106, H11 0.980

Taken from the Mulliken analysis, the atomic charges in e are:
1. O -0.568
2. C -0.257
3. H 0.191
4. C 0.652
5. H 0.257
6. H 0.200
7. C 0.398
8. C -0.387
9. H 0.543
10. O -0.431
11. H 0.198
12. O -0.313
13. N -0.483

=====

(8)
The following is a quantum chemistry calculation of one molecule with the formula C4H5NO3, from the OMol25 dataset.

Properties
Lowest unoccupied orbital energy (spin up / spin down) ... -0.29 / -0.57 eV
Total charge ... 0
Gap between HOMO and LUMO (spin up / spin down) ... 7.96 / 6.97 eV

Bonds (Å) are listed after each position.
Element x y z (Å)
1 H 2.5306 1.5407 2.2715  O10 0.996
2 H -1.6128 -1.8156 -0.0819  C7 1.189
3 O 1.3171 1.9620 0.4440  C13 1.240
4 C -2.3360 -0.2902 -1.6728  O6 1.172, C7 1.676
5 H 0.3308 0.5473 -0.9373  N8 1.061
6 O -2.1623 0.6509 -2.3492  C4 1.172
7 C -1.1028 -1.1307 -0.9096  H2 1.189, C4 1.676, N8 1.412, H12 1.204
8 N -0.0843 -0.2823 -0.4226  H5 1.061, C7 1.412, C11 1.329
9 H 0.3298 -1.0161 1.3602  C11 0.993
10 O 1.8963 0.7747 2.3292  H1 0.996, C13 1.360
11 C 0.4846 -0.2275 0.7772  N8 1.329, H9 0.993, C13 1.445
12 H -0.8331 -1.6582 -1.9578  C7 1.204
13 C 1.2420 0.9451 1.1493  O3 1.240, O10 1.360, C11 1.445

Taken from the Mulliken analysis, the atomic charges in e are:
1. H 0.348
2. H 0.334
3. O -0.640
4. C -0.007
5. H 0.254
6. O -0.284
7. C -0.254
8. N -0.136
9. H 0.486
10. O -0.451
11. C -0.425
12. H 0.250
13. C 0.525

=====

(9)
The following is a quantum chemistry calculation of a 2-piece molecular cluster, C4H5NO4 overall, from the OMol25 dataset.

Properties
Lowest unoccupied orbital energy (spin up / spin down) ... -1.86 / -1.87 eV
Total charge ... 0
Gap between HOMO and LUMO (spin up / spin down) ... 7.94 / 7.94 eV

Bonds (Å) are listed after each position.
Element x y z (Å)
1 H 1.1654 -0.1212 -0.9234  C12 1.103
2 C 0.1874 1.9966 1.3184  H3 1.103, H9 1.047, C11 1.357
3 H 1.0669 2.6222 1.5455  C2 1.103
4 O -1.6835 -1.6891 -0.8902  O5 1.378
5 O -0.4526 -1.1315 -0.6206  O4 1.378, C14 1.422
6 O -1.7326 -4.3598 -1.3856  N7 1.192
7 N -1.0397 -3.4259 -1.1240  O6 1.192
8 H 2.3745 0.4449 0.3299  C12 1.088
9 H -0.6970 2.2219 1.8314  C2 1.047
10 O -2.0292 0.1701 0.5509  C14 1.230
11 C 0.2607 1.0017 0.3992  C2 1.357, C12 1.473, C14 1.550
12 C 1.5259 0.7117 -0.2972  H1 1.103, H8 1.088, C11 1.473, H13 1.086
13 H 1.9468 1.5511 -0.8434  C12 1.086
14 C -0.8930 0.0073 0.1091  O5 1.422, O10 1.230, C11 1.550

Taken from the Mulliken analysis, the atomic charges in e are:
1. H 0.351
2. C -0.975
3. H 0.284
4. O -0.358
5. O -0.098
6. O -0.169
7. N 0.483
8. H 0.298
9. H 0.357
10. O -0.530
11. C 0.658
12. C -1.162
13. H 0.326
14. C 0.535

=====

(10)
The following is a quantum chemistry calculation of a 2-piece molecular cluster, C4H5NO5 overall, from the OMol25 dataset.

Properties
Lowest unoccupied orbital energy (spin up / spin down) ... -1.78 / -3.00 eV
Total charge ... 0
Gap between HOMO and LUMO (spin up / spin down) ... 8.81 / 7.63 eV

Bonds (Å) are listed after each position.
Element x y z (Å)
1 H 0.2007 -5.7521 -3.3746  C15 1.091
2 O -1.0631 -5.1055 1.4302  C11 1.218
3 N -0.3574 0.5936 1.4337  O8 1.213, O10 1.213
4 H 1.0616 -3.7126 -1.4479  C14 1.080
5 C -0.0073 -5.2727 -0.6186  C11 1.453, H12 1.076, C14 1.330
6 O 0.0764 -3.2714 0.7342  O7 1.305, C11 1.368
7 O -0.3382 -2.6962 1.8293  O6 1.305
8 O -1.3349 1.2935 1.2726  N3 1.213
9 H 1.6973 -4.8309 -3.4907  C15 1.092
10 O 0.7027 1.1588 1.2667  N3 1.213
11 C -0.3727 -4.5557 0.5914  O2 1.218, C5 1.453, O6 1.368
12 H -0.3669 -6.2826 -0.7154  C5 1.076
13 H 1.6664 -6.3477 -2.5956  C15 1.091
14 C 0.7264 -4.7297 -1.5864  H4 1.080, C5 1.330, C15 1.477
15 C 1.0923 -5.4483 -2.8239  H1 1.091, H9 1.092, H13 1.091, C14 1.477

Taken from the Mulliken analysis, the atomic charges in e are:
1. H 0.303
2. O -0.499
3. N 0.648
4. H 0.392
5. C -0.425
6. O 0.076
7. O -0.297
8. O -0.326
9. H 0.324
10. O -0.318
11. C 0.443
12. H 0.405
13. H 0.304
14. C 0.092
15. C -1.123

=====

Energy relative to the best compared isomer or geometry (same formula, charge and spin) / kJ/mol: 136.4 60.9 301.4 252.0 516.4 327.6 218.0 364.4 779.1 868.1
Energy / eV: -9812.901 -9809.044 -20647.056 -20647.568 -20644.827 -11858.605 -11859.742 -11858.225 -13901.338 -15947.701